Here is C22H29AuCl3N2O4 as an isolated structure at a distorted geometry from the OMol25 dataset. Energies are from ωB97M-V/def2-TZVPD.

XYZ file:
```
61
Properties=species:S:1:pos:R:3:forces:R:3
Au 0.0080 0.0187 0.0823 0.11 -0.26 -0.23
Cl 0.7073 -1.5803 -1.9527 0.20 -0.44 -0.56
N -1.6848 -1.2481 0.1654 -0.81 -1.47 1.66
N 1.6049 1.1983 -0.6412 2.13 0.62 0.94
C -1.7049 -2.2687 0.9805 0.25 1.62 -1.89
C 2.8075 1.0603 -0.1489 -2.20 -0.10 -1.32
C -2.9046 -1.3063 -0.6875 0.04 -0.13 -0.02
C -3.2420 -2.7871 -0.5848 0.50 -0.58 0.20
C -2.6710 -0.8737 -2.1177 0.10 -0.06 -0.30
C -3.9970 -0.4813 -0.0311 0.15 0.31 0.36
H -1.8177 -1.4259 -2.5198 -0.14 0.07 -0.12
H -2.4405 0.1924 -2.1703 -0.06 -0.26 0.04
H -3.5800 -1.0613 -2.7058 0.14 -0.07 0.05
H -4.1891 -0.8535 0.9833 -0.10 0.08 -0.15
H -4.9116 -0.5262 -0.6328 0.06 0.00 0.12
H -3.6699 0.5594 0.0324 -0.16 -0.31 0.12
C 1.6761 2.1302 -1.8008 0.12 -0.08 -0.04
C 3.1475 2.0025 -2.1689 0.48 -0.59 0.19
C 1.3842 3.5374 -1.3116 -0.21 0.03 0.44
C 0.7747 1.7446 -2.9524 -0.09 -0.16 -0.27
H 0.9435 0.6920 -3.1952 -0.07 0.13 -0.14
H 0.9915 2.3921 -3.8135 0.05 -0.14 0.08
H -0.2764 1.8679 -2.6841 0.27 -0.02 -0.06
H 2.0928 3.8128 -0.5201 -0.10 0.08 -0.14
H 0.3702 3.5716 -0.9051 0.36 0.08 0.00
H 1.4533 4.2443 -2.1458 0.01 -0.03 0.13
O 3.7830 1.5431 -0.9248 0.55 0.56 -0.21
H 3.6395 2.9326 -2.4934 -0.22 -0.33 0.24
H 3.2992 1.2039 -2.9085 0.02 0.19 0.13
O -2.6092 -3.2048 0.6772 -0.74 -0.36 0.06
H -2.7483 -3.3580 -1.3835 -0.15 0.07 0.17
H -4.3152 -3.0294 -0.5382 0.44 0.16 0.09
C -0.8329 -2.4501 2.1677 -0.25 -0.25 0.06
C 3.1553 0.4388 1.1531 0.33 0.13 -0.05
C 2.5927 -0.9362 1.4445 -0.62 -0.76 0.47
H 2.7775 1.1154 1.9440 0.07 -0.09 -0.23
H 4.2433 0.4115 1.2089 -0.10 0.16 0.05
C 1.1981 -1.1323 1.4544 1.09 -1.82 -0.95
C 0.6590 -2.3385 1.9423 1.02 0.41 0.05
H 0.1270 0.3881 1.6665 -0.24 0.92 1.76
C 1.5196 -3.3675 2.3679 -0.22 0.62 0.27
C 2.9042 -3.1784 2.3219 -0.35 0.41 -0.17
C 0.9808 -4.6252 2.9851 0.09 -0.33 0.02
C 3.4464 -1.9707 1.8724 -0.42 0.50 0.32
H 3.5669 -3.9539 2.7124 -0.15 0.14 -0.19
C 4.9298 -1.7626 1.9714 0.29 -0.18 -0.03
H 5.3916 -2.6978 2.2985 0.12 0.13 -0.08
H 5.1887 -0.9882 2.7075 -0.04 -0.12 -0.17
H 5.3641 -1.4790 1.0058 0.03 -0.04 0.16
H 0.4509 -4.4261 3.9274 0.07 -0.04 -0.20
H 1.8199 -5.2886 3.2107 -0.18 -0.09 0.00
H 0.2954 -5.1473 2.3076 0.08 0.00 0.15
H -1.0735 -3.4229 2.5951 -0.10 0.14 0.05
H -1.1110 -1.6625 2.8940 0.00 -0.14 -0.19
Cl -1.8141 4.2569 -2.0668 -0.34 0.29 -0.13
C -2.7415 3.3624 -0.8525 0.38 -0.33 0.59
Cl -4.0980 2.4997 -1.5953 -0.21 0.38 -0.16
C -1.8158 2.3530 -0.1349 1.35 -2.00 -0.55
O -1.6307 2.4516 1.0690 -0.64 0.77 -0.32
O -1.2930 1.4370 -0.9122 -1.83 2.48 0.27
H -3.1032 4.0404 -0.0831 -0.16 0.11 -0.35
```
Forces are in eV/Å.

As for the expectation value of S²: 2.007. The total energy is -2782.428400 a.u. For the energy above the lowest of the compared OMol25 structures with the same formula, charge and spin, the calculation gives 0.00 kJ/mol. For the LUMO energy (spin up / spin down), the calculation gives 2.8 / 2.7 eV. As for the spin multiplicity: 3. As for the total charge: -1. Its frontier orbital gap (spin up / spin down) is 0.1440 / 0.2804 hartree. The HOMO energy (spin up / spin down) is -1.16 / -4.89 eV.